Formula: C25H19CsIN5O2
Source: the OMol25 dataset
Level of theory: the ωB97M-V functional and the def2-TZVPD basis

```
53
Properties=species:S:1:pos:R:3:lowdin_charge:R:1
Cs -0.28 -1.46 -1.15 1.033
I 0.50 -4.35 5.48 0.856
C -0.04 -2.81 4.17 -0.722
C -0.19 -1.51 4.63 -0.134
C -0.55 -0.55 3.70 -0.039
C -0.73 -0.91 2.38 -0.143
N -0.57 -2.16 1.94 -0.003
C -0.23 -3.09 2.83 -0.224
H -0.04 -1.26 5.67 0.100
H -0.67 0.48 4.00 0.114
H -0.98 -0.16 1.63 0.071
H -0.12 -4.10 2.46 0.094
O -2.94 1.43 -1.22 0.033
C -1.87 1.85 -0.80 -0.484
N -0.87 1.09 -0.28 -0.100
C 0.19 1.87 0.04 -0.504
O 1.25 1.47 0.51 0.020
C -0.14 3.31 -0.30 -0.096
C 0.58 4.48 -0.19 -0.014
C -0.04 5.66 -0.60 -0.083
C -1.34 5.65 -1.10 -0.083
C -2.05 4.46 -1.21 -0.013
C -1.43 3.30 -0.81 -0.095
H 1.59 4.47 0.21 0.115
H 0.50 6.60 -0.52 0.098
H -1.80 6.58 -1.41 0.098
H -3.06 4.44 -1.61 0.115
N 4.84 -2.76 -0.48 0.115
C 3.58 -3.24 -0.68 -0.173
N 2.81 -2.41 -1.33 0.044
C 3.60 -1.29 -1.57 -0.250
C 3.30 -0.09 -2.21 -0.022
C 4.29 0.86 -2.31 -0.079
C 5.57 0.63 -1.79 -0.087
C 5.90 -0.55 -1.15 -0.020
C 4.89 -1.50 -1.05 -0.200
H 5.59 -3.22 0.00 0.154
H 3.27 -4.21 -0.33 0.125
H 2.31 0.09 -2.62 0.097
H 4.08 1.80 -2.80 0.105
H 6.33 1.40 -1.89 0.102
H 6.88 -0.72 -0.74 0.108
C -5.79 -1.38 -0.40 -0.066
C -4.96 -1.91 0.57 -0.060
C -3.72 -2.38 0.19 -0.162
N -3.27 -2.35 -1.07 -0.033
C -4.08 -1.83 -1.99 -0.161
C -5.34 -1.33 -1.71 -0.061
H -6.77 -0.99 -0.14 0.108
H -5.27 -1.95 1.60 0.104
H -3.03 -2.78 0.93 0.088
H -3.69 -1.79 -3.00 0.107
H -5.95 -0.91 -2.50 0.106
```

- F_max: 0.7 eV Å⁻¹
- Net charge: 0
- Gap between HOMO and LUMO: 8.268 eV
- Relative energy (zero: lowest compared OMol25 entry of this formula, charge and spin): 0.00 kJ/mol
- 2S+1: 1
- DFT total energy: -46429.3661 eV
- E_HOMO: -8.196 eV

=====

Formula: C5H10O
Source: the OMol25 dataset
Level of theory: the ωB97M-V functional and the def2-TZVPD basis

```
16
Properties=species:S:1:pos:R:3:lowdin_charge:R:1
C -0.58 2.19 -0.87 -0.099
O -0.15 1.34 0.17 -0.118
C 0.54 0.24 -0.31 -0.370
C 1.48 -0.66 0.42 -0.037
C 0.09 -1.16 -0.10 -0.249
C -0.85 -1.52 1.03 -0.074
H 0.05 3.08 -0.90 0.087
H -1.62 2.47 -0.72 0.086
H -0.51 1.69 -1.85 0.085
H 0.93 0.39 -1.32 0.140
H 1.52 -0.70 1.50 0.098
H 2.48 -0.76 -0.01 0.097
H -0.12 -1.71 -1.02 0.128
H -1.88 -1.17 0.88 0.076
H -0.50 -1.11 1.98 0.074
H -0.89 -2.61 1.14 0.075
```

- F_max: 0.7 eV Å⁻¹
- Net charge: 0
- Gap between HOMO and LUMO: 10.180 eV
- Relative energy (zero: lowest compared OMol25 entry of this formula, charge and spin): 199.94 kJ/mol
- 2S+1: 1
- DFT total energy: -7392.6931 eV
- SMILES string: CO[C@H]1C[C@H]1C
- E_HOMO: -9.046 eV

=====

Formula: C46H40EuN11
Source: the OMol25 dataset
Level of theory: the ωB97M-V functional and the def2-TZVPD basis

```
98
Properties=species:S:1:pos:R:3:mulliken_spin:R:1
Eu -0.76 0.63 0.17 3.937
C -0.20 -1.77 2.89 0.000
C 1.25 -1.41 2.50 0.000
C 1.59 0.06 2.55 -0.009
C 2.12 0.63 3.71 -0.002
C 2.48 1.96 3.71 0.004
C 2.34 2.69 2.54 0.015
C 1.80 2.05 1.43 -0.006
N 1.41 0.77 1.43 0.026
N -1.21 -1.53 1.83 -0.010
C -2.56 -1.48 2.45 0.002
C -3.19 -0.11 2.53 -0.006
C -3.96 0.24 3.63 -0.004
C -4.65 1.44 3.64 0.008
C -4.54 2.26 2.53 -0.004
C -3.74 1.85 1.48 -0.015
N -3.06 0.70 1.47 0.018
C -1.20 -2.66 0.88 0.003
C -2.15 -2.45 -0.27 0.001
C -2.82 -3.53 -0.85 0.001
C -3.68 -3.30 -1.91 0.000
C -3.88 -1.99 -2.34 -0.002
C -3.18 -0.98 -1.71 -0.006
N -2.31 -1.19 -0.72 -0.011
H -0.48 -1.19 3.77 -0.001
H -0.22 -2.83 3.18 0.000
H 1.46 -1.79 1.50 0.000
H 1.90 -1.93 3.22 0.000
H 2.26 0.02 4.59 -0.001
H 2.88 2.42 4.60 0.001
H 2.63 3.72 2.48 0.001
H 1.70 2.58 0.48 0.001
H -2.55 -1.92 3.45 0.000
H -3.24 -2.08 1.84 -0.001
H -4.04 -0.43 4.48 -0.001
H -5.25 1.73 4.48 0.000
H -5.07 3.20 2.47 0.000
H -3.63 2.48 0.60 0.015
H -1.46 -3.60 1.39 0.000
H -0.19 -2.77 0.48 -0.001
H -2.66 -4.53 -0.49 0.000
H -4.20 -4.11 -2.39 0.000
H -4.56 -1.77 -3.14 0.000
H -3.31 0.06 -2.00 0.006
C 1.30 -0.78 -5.18 0.000
C 2.01 0.08 -4.36 0.012
C 1.36 0.81 -3.38 0.012
C -0.02 0.69 -3.22 -0.106
C -0.73 -0.17 -4.05 0.000
C -0.07 -0.90 -5.02 0.007
N -0.63 1.42 -2.17 0.427
C -0.95 2.68 -2.43 0.282
C -0.97 3.26 -3.73 0.058
C -1.41 4.53 -3.94 0.056
C -1.81 5.34 -2.85 0.183
C -1.74 4.88 -1.58 0.012
C -1.29 3.55 -1.32 0.129
N -1.09 3.06 -0.09 0.160
N -1.24 3.91 0.90 0.545
C -1.10 3.46 2.16 -0.085
C -1.19 4.44 3.17 0.137
C -1.13 4.06 4.49 -0.035
C -0.99 2.71 4.78 0.122
C -0.90 1.81 3.74 -0.011
N -0.93 2.14 2.45 0.119
H 1.80 -1.34 -5.94 0.000
H 3.08 0.19 -4.48 0.000
H 1.91 1.51 -2.75 -0.005
H -1.80 -0.24 -3.94 -0.003
H -0.63 -1.56 -5.66 0.000
H -0.66 2.64 -4.57 -0.012
H -1.45 4.93 -4.94 0.007
H -2.15 6.35 -3.05 0.006
H -1.99 5.49 -0.73 0.011
H -1.32 5.46 2.87 0.000
H -1.20 4.79 5.28 0.002
H -0.95 2.36 5.80 0.003
H -0.81 0.75 3.96 0.006
N 8.77 -5.35 -0.86 0.000
C 7.76 -4.86 -1.05 0.000
C 6.51 -4.21 -1.24 0.000
C 6.15 -3.19 -0.37 0.000
C 4.92 -2.57 -0.49 0.000
C 4.03 -2.96 -1.50 0.000
C 4.41 -3.96 -2.39 0.000
C 5.63 -4.60 -2.26 0.000
N 2.74 -2.38 -1.57 0.001
C 1.67 -2.88 -2.25 0.000
C 0.60 -2.10 -1.92 0.002
N 0.99 -1.12 -1.05 -0.016
C 2.28 -1.31 -0.89 0.013
H 6.84 -2.89 0.41 0.000
H 4.65 -1.80 0.21 0.000
H 3.76 -4.27 -3.19 0.000
H 5.91 -5.38 -2.94 0.000
H 1.71 -3.74 -2.88 0.000
H -0.40 -2.20 -2.28 0.001
H 2.90 -0.67 -0.29 0.001
```

- F_max: 2.9 eV Å⁻¹
- Net charge: +2
- Gap between HOMO and LUMO (spin up / spin down): 6.219 / 6.277 eV
- Relative energy (zero: lowest compared OMol25 entry of this formula, charge and spin): 42.23 kJ/mol
- 2S+1: 7
- DFT total energy: -84058.9802 eV
- E_HOMO (spin up / spin down): -11.243 / -13.144 eV

=====

Formula: C21H47NO8
Source: the OMol25 dataset
Level of theory: the ωB97M-V functional and the def2-TZVPD basis

```
77
Properties=species:S:1:pos:R:3:lowdin_charge:R:1
C 4.88 -0.68 0.51 -0.096
C 5.09 -2.04 -0.19 -0.247
C 5.32 -3.17 0.82 -0.222
C 4.03 -3.84 1.32 -0.196
C 3.40 -3.19 2.55 -0.194
C 4.32 -3.16 3.79 -0.202
C 4.07 -4.35 4.73 -0.173
C 5.09 -4.50 5.90 -0.172
N 6.43 -3.97 5.65 0.082
C 6.66 -2.69 6.00 -0.680
O 7.61 -2.09 5.61 0.091
O 5.76 -2.08 6.78 0.116
H 5.30 -0.71 1.51 0.068
H 5.32 0.14 -0.06 0.065
H 3.81 -0.45 0.61 0.052
H 5.96 -1.95 -0.84 0.096
H 4.25 -2.25 -0.86 0.094
H 5.90 -3.93 0.30 0.103
H 5.97 -2.78 1.60 0.093
H 4.24 -4.89 1.51 0.105
H 3.30 -3.79 0.52 0.106
H 2.55 -3.82 2.84 0.104
H 3.02 -2.19 2.37 0.102
H 4.07 -2.26 4.34 0.115
H 5.37 -3.13 3.51 0.086
H 3.99 -5.28 4.18 0.107
H 3.09 -4.18 5.18 0.111
H 5.21 -5.57 6.06 0.109
H 4.68 -4.14 6.82 0.109
H 6.77 -4.16 4.72 0.141
H 6.05 -1.16 6.83 0.134
C -2.70 -0.60 -1.80 -0.118
O -2.04 0.46 -1.13 -0.217
C -1.89 0.21 0.26 -0.195
C -0.58 0.78 0.77 -0.180
O 0.57 0.04 0.38 -0.129
C 0.99 0.13 -0.98 -0.178
C 1.55 1.48 -1.37 -0.199
O 0.52 2.44 -1.53 -0.205
C 0.93 3.76 -1.23 -0.110
H -3.75 -0.64 -1.51 0.092
H -2.63 -0.41 -2.87 0.089
H -2.21 -1.56 -1.59 0.090
H -1.93 -0.86 0.48 0.126
H -2.72 0.71 0.79 0.125
H -0.60 0.71 1.86 0.129
H -0.48 1.83 0.53 0.118
H 0.19 -0.18 -1.66 0.119
H 1.79 -0.60 -1.08 0.118
H 2.08 1.39 -2.33 0.130
H 2.26 1.81 -0.60 0.124
H 1.39 3.80 -0.23 0.088
H 0.05 4.39 -1.23 0.085
H 1.64 4.13 -1.98 0.089
C -4.08 3.18 -1.20 -0.104
O -4.64 3.31 -2.50 -0.189
C -4.38 2.19 -3.33 -0.192
C -5.55 1.90 -4.24 -0.176
O -6.67 1.32 -3.59 -0.124
C -7.46 2.15 -2.74 -0.181
C -8.27 3.20 -3.47 -0.202
O -7.45 4.27 -3.90 -0.201
C -7.93 4.88 -5.08 -0.114
H -2.99 3.24 -1.25 0.086
H -4.47 3.99 -0.59 0.089
H -4.38 2.23 -0.74 0.084
H -4.16 1.30 -2.73 0.090
H -3.50 2.43 -3.94 0.134
H -5.22 1.14 -4.96 0.127
H -5.84 2.78 -4.82 0.118
H -6.85 2.59 -1.95 0.118
H -8.16 1.47 -2.25 0.127
H -9.03 3.60 -2.78 0.127
H -8.78 2.73 -4.32 0.125
H -8.10 4.14 -5.87 0.086
H -7.17 5.58 -5.42 0.088
H -8.86 5.43 -4.89 0.088
```

- F_max: 2.3 eV Å⁻¹
- Net charge: 0
- Gap between HOMO and LUMO: 9.802 eV
- 2S+1: 1
- DFT total energy: -40406.2933 eV
- SMILES string: CCCCCCCCNC(=O)O.COCCOCCOC.COCCOCCOC
- E_HOMO: -9.063 eV

=====

Please write out number 4 again, unchanged.
Formula: C21H47NO8
Source: the OMol25 dataset
Level of theory: the ωB97M-V functional and the def2-TZVPD basis

```
77
Properties=species:S:1:pos:R:3:lowdin_charge:R:1
C 4.88 -0.68 0.51 -0.096
C 5.09 -2.04 -0.19 -0.247
C 5.32 -3.17 0.82 -0.222
C 4.03 -3.84 1.32 -0.196
C 3.40 -3.19 2.55 -0.194
C 4.32 -3.16 3.79 -0.202
C 4.07 -4.35 4.73 -0.173
C 5.09 -4.50 5.90 -0.172
N 6.43 -3.97 5.65 0.082
C 6.66 -2.69 6.00 -0.680
O 7.61 -2.09 5.61 0.091
O 5.76 -2.08 6.78 0.116
H 5.30 -0.71 1.51 0.068
H 5.32 0.14 -0.06 0.065
H 3.81 -0.45 0.61 0.052
H 5.96 -1.95 -0.84 0.096
H 4.25 -2.25 -0.86 0.094
H 5.90 -3.93 0.30 0.103
H 5.97 -2.78 1.60 0.093
H 4.24 -4.89 1.51 0.105
H 3.30 -3.79 0.52 0.106
H 2.55 -3.82 2.84 0.104
H 3.02 -2.19 2.37 0.102
H 4.07 -2.26 4.34 0.115
H 5.37 -3.13 3.51 0.086
H 3.99 -5.28 4.18 0.107
H 3.09 -4.18 5.18 0.111
H 5.21 -5.57 6.06 0.109
H 4.68 -4.14 6.82 0.109
H 6.77 -4.16 4.72 0.141
H 6.05 -1.16 6.83 0.134
C -2.70 -0.60 -1.80 -0.118
O -2.04 0.46 -1.13 -0.217
C -1.89 0.21 0.26 -0.195
C -0.58 0.78 0.77 -0.180
O 0.57 0.04 0.38 -0.129
C 0.99 0.13 -0.98 -0.178
C 1.55 1.48 -1.37 -0.199
O 0.52 2.44 -1.53 -0.205
C 0.93 3.76 -1.23 -0.110
H -3.75 -0.64 -1.51 0.092
H -2.63 -0.41 -2.87 0.089
H -2.21 -1.56 -1.59 0.090
H -1.93 -0.86 0.48 0.126
H -2.72 0.71 0.79 0.125
H -0.60 0.71 1.86 0.129
H -0.48 1.83 0.53 0.118
H 0.19 -0.18 -1.66 0.119
H 1.79 -0.60 -1.08 0.118
H 2.08 1.39 -2.33 0.130
H 2.26 1.81 -0.60 0.124
H 1.39 3.80 -0.23 0.088
H 0.05 4.39 -1.23 0.085
H 1.64 4.13 -1.98 0.089
C -4.08 3.18 -1.20 -0.104
O -4.64 3.31 -2.50 -0.189
C -4.38 2.19 -3.33 -0.192
C -5.55 1.90 -4.24 -0.176
O -6.67 1.32 -3.59 -0.124
C -7.46 2.15 -2.74 -0.181
C -8.27 3.20 -3.47 -0.202
O -7.45 4.27 -3.90 -0.201
C -7.93 4.88 -5.08 -0.114
H -2.99 3.24 -1.25 0.086
H -4.47 3.99 -0.59 0.089
H -4.38 2.23 -0.74 0.084
H -4.16 1.30 -2.73 0.090
H -3.50 2.43 -3.94 0.134
H -5.22 1.14 -4.96 0.127
H -5.84 2.78 -4.82 0.118
H -6.85 2.59 -1.95 0.118
H -8.16 1.47 -2.25 0.127
H -9.03 3.60 -2.78 0.127
H -8.78 2.73 -4.32 0.125
H -8.10 4.14 -5.87 0.086
H -7.17 5.58 -5.42 0.088
H -8.86 5.43 -4.89 0.088
```

- F_max: 2.3 eV Å⁻¹
- Net charge: 0
- Gap between HOMO and LUMO: 9.802 eV
- 2S+1: 1
- DFT total energy: -40406.2933 eV
- SMILES string: CCCCCCCCNC(=O)O.COCCOCCOC.COCCOCCOC
- E_HOMO: -9.063 eV